Record 1
C27H22AsBrF4NNiPS4 | the ωB97M-V functional and the def2-TZVPD basis

Element x y z (Å)
Ni  -0.076  -0.413  0.160
F  0.550  1.988  6.795
C  0.361  1.224  5.714
C  -0.229  -0.012  5.831
F  -0.607  -0.440  7.048
C  -0.415  -0.791  4.711
F  -0.965  -1.994  4.930
C  -0.055  -0.391  3.422
P  -0.333  -1.414  1.838
C  -1.978  -2.125  2.273
C  -2.325  -3.403  1.825
C  -3.627  -3.870  1.947
C  -4.607  -3.068  2.516
C  -4.281  -1.792  2.954
C  -2.981  -1.324  2.824
C  0.828  -2.800  2.250
C  0.637  -3.805  3.196
C  1.610  -4.778  3.403
C  2.782  -4.766  2.666
C  2.979  -3.780  1.704
C  2.006  -2.812  1.497
C  0.557  0.865  3.344
Br  1.157  1.569  1.698
C  0.758  1.646  4.468
F  1.349  2.851  4.399
H  -1.579  -4.018  1.338
H  -3.879  -4.853  1.569
H  -5.626  -3.429  2.601
H  -5.043  -1.155  3.388
H  -2.738  -0.322  3.159
H  -0.286  -3.843  3.759
H  1.446  -5.558  4.139
H  3.533  -5.532  2.825
H  3.880  -3.782  1.104
H  2.133  -2.054  0.732
C  -2.380  1.669  0.411
N  -1.881  0.796  -0.637
C  -2.872  -0.228  -0.949
C  -1.553  1.555  -1.849
C  -0.452  2.558  -1.631
C  -0.742  3.914  -1.530
C  0.253  4.865  -1.338
C  1.575  4.444  -1.257
C  1.889  3.096  -1.360
C  0.890  2.115  -1.542
H  -3.298  2.197  0.091
H  -1.628  2.409  0.679
H  -2.612  1.074  1.293
H  -3.813  0.222  -1.314
H  -3.091  -0.825  -0.064
H  -2.490  -0.893  -1.719
H  -2.455  2.069  -2.228
H  -1.223  0.832  -2.598
H  -1.778  4.235  -1.598
H  -0.001  5.915  -1.252
H  2.368  5.170  -1.104
H  2.918  2.766  -1.291
S  0.337  -4.302  -2.466
As  -1.325  -2.985  -3.264
S  -0.440  -2.852  -1.137
S  1.325  0.434  -1.647
S  -3.138  -4.051  -3.229

**Maximum force**: 0.0164 hartree/bohr
**HOMO energy**: -0.74 eV
**E_tot**: -9748.5588 a.u.
**Total charge**: -2

---

Record 2
C10H28AsF6N4O5PbS3Sb | the ωB97M-V functional and the def2-TZVPD basis

Element x y z (Å)
Pb  0.285  0.911  1.180
C  3.496  2.063  0.153
N  2.643  0.953  -0.355
C  3.311  -0.358  -0.174
C  2.265  1.152  -1.775
C  1.497  2.417  -2.031
N  0.170  2.413  -1.508
C  -0.456  3.697  -1.310
C  -0.762  1.431  -2.026
H  4.132  2.308  -0.718
H  4.113  1.804  0.993
H  2.807  2.894  0.437
H  4.174  -0.303  -0.892
H  2.644  -1.148  -0.445
H  3.628  -0.397  0.886
H  1.699  0.259  -2.061
H  3.176  1.052  -2.399
H  1.543  2.536  -3.153
H  2.017  3.312  -1.710
H  -0.802  4.166  -2.316
H  0.218  4.422  -0.784
H  -1.368  3.641  -0.707
H  -0.959  1.573  -3.097
H  -1.655  1.493  -1.424
H  -0.315  0.467  -2.058
N  -1.249  1.369  3.259
N  -2.334  0.683  2.739
C  -2.736  0.925  1.368
O  -3.780  0.406  0.966
O  -1.873  1.670  0.768
H  -0.916  0.990  4.146
H  -1.395  2.349  3.354
H  -2.282  -0.348  2.879
F  1.797  2.336  2.817
Sb  2.893  1.291  4.123
F  2.761  2.848  5.279
F  1.132  0.705  4.685
F  2.814  -0.171  2.832
F  3.726  0.177  5.381
F  4.572  1.917  3.379
C  -2.340  -3.565  -3.997
As  -2.210  -3.312  -2.022
C  -2.713  -1.497  -1.276
C  -3.337  -4.605  -1.096
S  -0.013  -3.318  -1.549
H  -3.360  -3.413  -4.324
H  -1.989  -4.580  -4.174
H  -1.643  -2.841  -4.433
H  -1.859  -0.818  -1.357
H  -2.806  -1.638  -0.234
H  -3.539  -1.136  -1.810
H  -4.370  -4.404  -1.438
H  -3.294  -4.485  -0.011
H  -3.123  -5.604  -1.418
O  -0.318  -3.186  3.138
S  -0.927  -2.825  1.913
O  -0.316  -1.583  1.285
O  -2.393  -2.887  1.836
S  -0.079  -4.205  0.287

**Maximum force**: 0.0767 hartree/bohr
**HOMO energy (alpha / beta)**: -1.71 / -5.38 eV
**Spin multiplicity**: 2
**E_tot**: -5455.8230 a.u.
**Total charge**: -1
**Energy relative to the best compared isomer or geometry (same formula, charge and spin)**: 2.128 eV

---

Record 3
C24H25HgN3O3 | the ωB97M-V functional and the def2-TZVPD basis

Element x y z (Å)
C  -3.823  2.271  1.046
C  -4.340  2.791  -0.257
H  -3.694  3.108  1.735
H  -4.600  1.652  1.508
C  -3.819  2.390  -1.445
C  -2.747  1.348  -1.531
H  -1.793  1.823  -1.778
H  -2.963  0.687  -2.373
C  -5.447  3.781  -0.145
H  -5.780  3.878  0.886
H  -6.308  3.535  -0.758
H  -5.104  4.774  -0.451
C  -4.265  2.932  -2.760
H  -4.266  4.016  -2.796
H  -5.280  2.597  -2.993
H  -3.630  2.567  -3.567
Hg  1.562  -0.705  0.356
O  -0.327  0.068  0.279
C  -1.367  -0.318  -0.274
O  0.769  -2.280  -0.649
C  -0.390  -2.447  -1.003
O  -0.779  -3.548  -1.609
N  -1.457  -1.557  -0.867
C  -2.223  -3.547  -1.799
C  -2.644  -2.101  -1.552
H  -2.641  -4.244  -1.079
H  -2.420  -3.893  -2.806
H  -3.525  -2.038  -0.924
H  -2.820  -1.560  -2.479
C  -2.598  0.535  -0.253
C  -2.524  1.493  0.948
H  -3.480  -0.092  -0.134
H  -1.685  2.171  0.791
H  -2.333  0.960  1.880
C  2.934  -1.642  4.319
C  2.013  -1.371  3.299
N  2.472  -1.079  2.057
C  3.802  -1.053  1.746
C  4.757  -1.343  2.736
C  4.309  -1.635  4.034
C  6.122  -1.338  2.401
C  6.533  -1.040  1.090
C  5.587  -0.726  0.099
C  5.960  -0.424  -1.221
C  4.978  -0.125  -2.178
C  3.626  -0.125  -1.811
N  3.292  -0.410  -0.528
C  4.220  -0.724  0.425
H  2.587  -1.867  5.319
H  0.950  -1.388  3.496
H  5.016  -1.855  4.825
H  6.870  -1.570  3.149
H  7.590  -1.053  0.853
H  7.003  -0.434  -1.513
H  5.263  0.086  -3.201
H  2.855  0.068  -2.544

**Maximum force**: 0.0846 hartree/bohr
**HOMO energy**: -12.92 eV
**E_tot**: -1472.4138 a.u.
**Total charge**: +2

---

Record 4
C9H23NP | the ωB97M-V functional and the def2-TZVPD basis

Element x y z (Å)
C  0.258  -1.740  -1.745
C  2.222  -0.364  -1.009
C  1.641  -2.292  0.375
C  -1.504  2.152  1.202
C  -0.537  2.135  -1.168
C  -2.408  0.625  -0.456
C  -0.797  -1.130  1.801
C  1.056  -1.171  -0.516
C  -1.110  1.250  -0.005
N  1.322  0.687  1.389
P  0.082  -0.055  0.575
H  0.996  -2.094  -2.549
H  -0.334  -1.119  -2.363
H  -0.385  -2.650  -1.453
H  3.084  -0.367  -0.382
H  1.993  0.668  -1.314
H  2.601  -0.723  -2.009
H  2.288  -1.677  1.071
H  0.840  -2.883  0.940
H  2.223  -3.093  -0.218
H  -2.089  1.562  1.944
H  -2.086  3.053  0.833
H  -0.613  2.683  1.745
H  -0.715  1.640  -2.171
H  0.554  2.303  -1.045
H  -1.025  3.206  -1.100
H  -2.291  -0.060  -1.440
H  -2.716  -0.103  0.285
H  -3.271  1.328  -0.655
H  -0.049  -1.265  2.518
H  -1.205  -1.992  1.130
H  -1.545  -0.517  2.248
H  2.399  0.748  1.416
H  1.121  1.255  2.128

**Maximum force**: 0.0717 hartree/bohr
**SMILES**: CC(C)(C)P(C)(=[NH2+])C(C)(C)C
**HOMO energy**: -14.21 eV
**E_tot**: -752.5526 a.u.
**Total charge**: +1
**Energy relative to the best compared isomer or geometry (same formula, charge and spin)**: 0.408 eV